P | Density functional theory data (ωB97M-V/def2-TZVPD) for one molecule with the formula C5H10O2.

Last column: natural (NBO) charge in e.
CARTESIAN COORDINATES (ANGSTROEM)
C 0.245 -0.332 -1.705  -0.610
C 0.369 -0.723 -0.243  -0.262
C -0.933 -0.573 0.601  0.117
O -2.106 -0.184 -0.076  -0.713
C -0.311 0.609 1.358  -0.462
C 1.040 0.343 0.660  0.105
O 1.606 1.409 -0.070  -0.715
H -0.342 -1.073 -2.260  0.200
H 1.236 -0.268 -2.163  0.222
H -0.239 0.641 -1.816  0.223
H 0.832 -1.713 -0.153  0.202
H -1.123 -1.447 1.240  0.158
H -2.406 -0.928 -0.612  0.469
H -0.323 0.558 2.451  0.213
H -0.775 1.546 1.032  0.223
H 1.788 -0.089 1.339  0.159
H 1.442 2.224 0.416  0.471

The value obtained for the HOMO energy is -9.65 eV. The charge is 0. Its SMILES is C[C@@H]1[C@H](O)C[C@@H]1O.


Q | Density functional theory data (ωB97M-V/def2-TZVPD) for one molecule with the formula C5H10O2.

Last column: natural (NBO) charge in e.
CARTESIAN COORDINATES (ANGSTROEM)
C -0.215 -0.006 -2.561  -0.650
C -1.471 0.393 -1.762  -0.067
O -1.116 0.690 -0.406  -0.509
C -0.557 -0.472 0.096  0.016
C 0.243 -0.483 1.202  0.068
O 0.325 0.482 2.127  -0.506
C 1.460 0.430 2.928  -0.257
H 0.313 -0.895 -2.245  0.217
H 0.511 0.821 -2.498  0.217
H -0.475 -0.220 -3.627  0.212
H -2.220 -0.402 -1.786  0.168
H -1.925 1.362 -2.245  0.195
H -0.915 -1.452 -0.271  0.186
H 0.799 -1.356 1.544  0.160
H 2.452 0.102 2.424  0.175
H 1.493 1.411 3.512  0.208
H 1.298 -0.406 3.568  0.167

The value obtained for the HOMO energy is -7.93 eV. The charge is 0. Its SMILES is CCO/C=C\OC.


Which is most stable, and by how much? P, by 38.7 kcal/mol.


P | Density functional theory data (ωB97M-V/def2-TZVPD) for an isolated ion of composition C3H8N3O and charge +1.

Last column: natural (NBO) charge in e.
CARTESIAN COORDINATES (ANGSTROEM)
C 0.414 1.948 -0.272  -0.464
N -0.005 0.713 0.347  -0.184
O -1.450 0.636 0.548  -0.314
C -1.892 -0.424 -0.029  0.438
N -1.102 -1.299 -0.607  -0.549
C 0.243 -0.789 -0.517  0.205
N 0.987 -1.466 0.622  -0.702
H 0.548 2.584 0.644  0.249
H 1.358 1.649 -0.863  0.225
H -0.207 2.389 -1.118  0.232
H -3.027 -0.414 0.007  0.242
H 0.758 -0.804 -1.501  0.250
H 1.893 -0.976 0.659  0.456
H 0.962 -2.486 0.565  0.459
H 0.521 -1.264 1.515  0.458

The value obtained for the HOMO energy is -14.11 eV. The charge is +1. Its SMILES is CN1OC=N[C@@H]1[NH3+].


Q | Density functional theory data (ωB97M-V/def2-TZVPD) for a 2-piece molecular cluster, C3H8N3O overall.

Last column: natural (NBO) charge in e.
CARTESIAN COORDINATES (ANGSTROEM)
C -1.616 -0.997 -0.871  -0.399
C 1.908 0.456 2.957  0.101
C 1.046 1.249 1.032  0.512
N 0.642 1.349 -0.053  0.085
N 0.996 1.053 2.322  -0.450
N -0.780 -0.644 -2.044  -0.729
O 0.130 1.541 -1.256  -0.495
H -1.914 -1.965 -0.843  0.223
H -1.050 -0.865 -0.063  0.201
H 2.858 0.090 2.424  0.190
H 1.813 0.398 4.027  0.217
H -2.379 -0.258 -0.774  0.230
H -1.321 -0.880 -2.979  0.442
H 0.116 -0.969 -2.062  0.409
H -0.450 0.442 -1.815  0.462

The value obtained for the HOMO energy is -14.15 eV. The charge is +1.


Which is most stable, and by how much? P, by 27.2 kcal/mol.


P | Density functional theory data (ωB97M-V/def2-TZVPD) for a 2-piece molecular cluster, C3H8N3O overall.

Last column: natural (NBO) charge in e.
CARTESIAN COORDINATES (ANGSTROEM)
C 0.059 0.182 1.452  0.342
C 0.897 -0.317 -1.444  0.607
C -1.592 -0.940 0.166  -0.145
N 0.370 1.291 2.097  -0.729
N 1.040 -0.493 -2.749  -0.821
N -1.110 0.068 0.825  -0.475
O 1.131 0.442 -0.564  -0.569
H 0.748 -0.649 1.181  0.256
H -1.014 -1.834 0.249  0.203
H -2.467 -0.880 -0.335  0.215
H 1.127 1.544 2.659  0.440
H -0.194 2.119 1.868  0.403
H 0.712 -1.434 -3.056  0.441
H 1.904 -0.038 -3.110  0.419
H -1.610 0.936 0.759  0.414

The value obtained for the HOMO energy (spin up / spin down) is -11.64 / -11.71 eV. The charge is +1.


Q | Density functional theory data (ωB97M-V/def2-TZVPD) for an isolated ion of composition C3H8N3O and charge +1.

Last column: natural (NBO) charge in e.
CARTESIAN COORDINATES (ANGSTROEM)
C -0.062 0.631 -1.697  -0.473
N -0.883 0.200 -0.563  -0.319
O -1.137 -1.221 -0.727  -0.322
C -0.473 -2.007 -0.002  0.504
N 0.358 -1.679 0.880  -0.534
C 0.785 -0.460 1.233  0.422
N 0.540 -0.084 2.462  -0.683
H -0.480 0.599 -2.595  0.212
H 0.400 1.671 -1.696  0.250
H 0.892 0.079 -1.830  0.218
H -1.830 0.513 -0.595  0.393
H -0.744 -3.098 -0.300  0.237
H 1.540 -0.024 0.579  0.231
H -0.053 -0.751 2.960  0.428
H 1.134 0.503 3.001  0.436

The value obtained for the HOMO energy is -15.01 eV. The charge is +1. Its SMILES is CNO/C=N\C=[NH2+].


R | Density functional theory data (ωB97M-V/def2-TZVPD) for an isolated ion of composition C3H8N3O and charge +1.

Last column: natural (NBO) charge in e.
CARTESIAN COORDINATES (ANGSTROEM)
N -0.461 2.039 0.830  -0.641
N -0.568 0.951 1.622  -0.304
C -0.139 -0.301 1.502  0.181
C 0.381 -1.009 0.405  -0.512
C 0.253 -0.699 -0.891  0.616
N 0.809 -1.398 -1.879  -0.779
O -0.300 0.411 -1.340  -0.638
H 0.313 2.075 0.057  0.408
H -1.322 2.504 0.525  0.400
H -1.042 1.190 2.585  0.425
H -0.209 -0.763 2.449  0.226
H 0.638 -1.980 0.828  0.266
H 0.717 -1.223 -2.901  0.427
H 0.874 -2.409 -1.583  0.424
H 0.056 0.611 -2.209  0.501

The value obtained for the HOMO energy is -12.73 eV. The charge is +1. Its SMILES is N/[NH+]=C\C=C(\N)O.


S | Density functional theory data (ωB97M-V/def2-TZVPD) for C3H8N3O as an isolated structure.

Last column: natural (NBO) charge in e.
CARTESIAN COORDINATES (ANGSTROEM)
C 0.165 1.943 0.011  0.321
C 0.418 -0.369 -0.592  0.157
C 0.155 -0.821 1.743  -0.440
N 0.835 1.488 -0.953  -0.436
N -0.338 -0.155 0.580  -0.188
N -0.490 -0.562 -1.694  -0.723
O -0.592 1.205 0.752  -0.308
H 0.118 3.094 0.165  0.269
H 1.333 -1.040 -0.462  0.269
H 1.220 -0.900 1.771  0.200
H -0.196 -0.262 2.550  0.247
H -0.168 -1.867 1.888  0.235
H -1.431 -0.317 -1.294  0.465
H -0.758 -1.514 -1.957  0.451
H -0.270 0.076 -2.507  0.482

The value obtained for the HOMO energy is -14.06 eV. The charge is +1.


Which is most stable, and by how much? R, by 21.2 kcal/mol.


P | Density functional theory data (ωB97M-V/def2-TZVPD) for a 2-piece molecular cluster, C3H8N3O overall.

Last column: natural (NBO) charge in e.
CARTESIAN COORDINATES (ANGSTROEM)
C 0.868 -0.408 0.098  0.638
C 2.754 0.374 0.675  -0.286
C 1.436 1.010 0.228  0.208
N 2.020 -0.918 0.464  -0.538
N 0.958 2.146 0.192  -0.521
N -2.783 -0.581 -0.467  -0.895
O -0.234 -0.917 -0.165  -0.698
H 3.680 0.592 0.142  0.234
H 3.062 0.712 1.658  0.231
H 2.270 -1.927 0.309  0.443
H 1.693 2.828 0.309  0.362
H -1.768 -0.542 -0.120  0.484
H -3.390 -0.128 0.149  0.439
H -2.949 -1.615 -0.623  0.452
H -2.691 -0.171 -1.405  0.447

The value obtained for the HOMO energy is -13.76 eV. The charge is +1.


Q | Density functional theory data (ωB97M-V/def2-TZVPD) for a 2-piece molecular cluster, C3H8N3O overall.

Last column: natural (NBO) charge in e.
CARTESIAN COORDINATES (ANGSTROEM)
C -0.916 1.543 3.225  -0.351
C 0.203 0.781 -0.906  0.587
C 0.939 -1.585 -1.855  -0.473
N -0.756 0.782 2.261  0.069
N -0.684 0.126 1.312  -0.189
N -0.121 -0.770 -1.327  -0.624
O -0.679 1.497 -1.207  -0.421
H -1.669 2.353 3.207  0.260
H -0.201 1.597 4.161  0.268
H 1.116 0.886 -0.326  0.207
H 0.873 -2.617 -2.097  0.266
H 1.270 -1.230 -2.832  0.238
H 1.957 -1.517 -1.158  0.235
H -0.412 -1.242 -0.441  0.468
H -0.921 -0.604 -2.015  0.460

The value obtained for the HOMO energy is -12.74 eV. The charge is +1.


Which is most stable, and by how much? P, by 72.5 kcal/mol.